P | The following is a quantum chemistry calculation of one molecule with the formula C25H32N2O6, from OMol25.

Each atom is followed by the atoms it is bonded to, with distances in Å.
Geometry (Å):
1 C 1.85628 0.67014 1.30117  C2 1.524, H34 1.086, H35 1.088, H36 1.088
2 C 0.77106 -0.26552 1.82075  C1 1.524, O3 1.413, H37 1.097, H38 1.093
3 O 0.01682 -0.84767 0.77711  C2 1.413, C4 1.378
4 C -0.79311 -0.05055 -0.00292  O3 1.378, C5 1.383, C18 1.403
5 C -1.35398 1.14672 0.40207  C4 1.383, C6 1.400, H39 1.077
6 C -2.20146 1.88831 -0.42888  C5 1.400, N7 1.394, C13 1.409
7 N -2.73914 3.11351 -0.03907  C6 1.394, C8 1.455, C12 1.449
8 C -4.16624 3.33610 -0.21588  N7 1.455, C9 1.533, H40 1.088, H41 1.095
9 C -4.93226 2.87420 1.02886  C8 1.533, O10 1.413, H42 1.091, H43 1.102
10 O -4.48168 3.54253 2.18897  C9 1.413, C11 1.410
11 C -3.10508 3.31934 2.39609  O10 1.410, C12 1.536, H44 1.092, H45 1.101
12 C -2.29232 3.76902 1.17312  N7 1.449, C11 1.536, H46 1.090, H47 1.096
13 C -2.44101 1.38975 -1.72469  C6 1.409, O14 1.384, C17 1.385
14 O -3.22448 2.06999 -2.64135  C13 1.384, C15 1.421
15 C -2.61425 3.22753 -3.19478  O14 1.421, C16 1.524, H48 1.093, H49 1.098
16 C -1.43386 2.89042 -4.09854  C15 1.524, H50 1.088, H51 1.087, H52 1.087
17 C -1.90414 0.17612 -2.12212  C13 1.385, C18 1.384, H53 1.077
18 C -1.08660 -0.55525 -1.27899  C4 1.403, C17 1.384, N19 1.397
19 N -0.48369 -1.76630 -1.62670  C18 1.397, C20 1.348, H54 1.014
20 C -0.37966 -2.36192 -2.83157  N19 1.348, O21 1.210, C22 1.541
21 O -0.95202 -2.03734 -3.84731  C20 1.210
22 C 0.57185 -3.57357 -2.81027  C20 1.541, O23 1.417, H55 1.092, H56 1.095
23 O 1.28357 -3.69112 -1.59021  C22 1.417, C24 1.353
24 C 2.40381 -2.94346 -1.46623  O23 1.353, O25 1.205, C26 1.479
25 O 2.88342 -2.31882 -2.37872  C24 1.205
26 C 2.93694 -2.95872 -0.08626  C24 1.479, C27 1.391, C33 1.393
27 C 2.24640 -3.55839 0.96128  C26 1.391, C28 1.388, H57 1.079
28 C 2.74857 -3.49466 2.25361  C27 1.388, C29 1.499, C30 1.389
29 C 2.01019 -4.14539 3.38382  C28 1.499, H58 1.087, H59 1.090, H60 1.088
30 C 3.94642 -2.82797 2.47708  C28 1.389, C31 1.391, H61 1.081
31 C 4.65289 -2.22548 1.44163  C30 1.391, C32 1.498, C33 1.385
32 C 5.95123 -1.53006 1.71325  C31 1.498, H62 1.088, H63 1.090, H64 1.087
33 C 4.13634 -2.29430 0.15832  C26 1.393, C31 1.385, H65 1.080
34 H 2.44717 1.04516 2.13191  C1 1.086
35 H 2.50901 0.13202 0.61773  C1 1.088
36 H 1.41463 1.51044 0.77010  C1 1.088
37 H 0.11852 0.25116 2.53562  C2 1.097
38 H 1.22666 -1.12061 2.32714  C2 1.093
39 H -1.14076 1.50810 1.39391  C5 1.077
40 H -4.52397 2.79998 -1.09197  C8 1.088
41 H -4.32562 4.41061 -0.35760  C8 1.095
42 H -5.99405 3.10745 0.93911  C9 1.091
43 H -4.80673 1.78640 1.15075  C9 1.102
44 H -2.83149 3.89906 3.27984  C11 1.092
45 H -2.93298 2.24998 2.59477  C11 1.101
46 H -1.22583 3.60408 1.32457  C12 1.090
47 H -2.45696 4.84368 1.03158  C12 1.096
48 H -3.40994 3.70764 -3.77003  C15 1.093
49 H -2.29393 3.90505 -2.39283  C15 1.098
50 H -0.63993 2.41827 -3.52410  C16 1.088
51 H -1.04904 3.79911 -4.55348  C16 1.087
52 H -1.74633 2.20489 -4.88189  C16 1.087
53 H -2.10731 -0.18655 -3.11596  C17 1.077
54 H 0.04445 -2.16420 -0.85828  N19 1.014
55 H -0.00760 -4.49150 -2.92868  C22 1.092
56 H 1.26496 -3.46695 -3.65146  C22 1.095
57 H 1.31487 -4.06739 0.76861  C27 1.079
58 H 2.28411 -3.70053 4.33752  C29 1.087
59 H 2.25391 -5.20720 3.42316  C29 1.090
60 H 0.93509 -4.05494 3.24528  C29 1.088
61 H 4.34000 -2.77290 3.48284  C30 1.081
62 H 5.90837 -0.98160 2.65185  C32 1.088
63 H 6.75485 -2.26268 1.79030  C32 1.090
64 H 6.19694 -0.84089 0.90979  C32 1.087
65 H 4.64814 -1.83231 -0.67271  C33 1.080

As for the SMILES: CCOc1cc(N2CCOCC2)c(OCC)cc1NC(=O)COC(=O)c1cc(C)cc(C)c1. The lowest unoccupied orbital energy comes out at 0.0090 hartree. The calculation puts the highest occupied orbital energy at -7.28 eV. The calculation puts the orbital gap at 7.525 eV. Its molar mass is 456.5 g mol⁻¹.

Q | The following is a quantum chemistry calculation of a 2-piece molecular cluster, C25H32N2O6 overall, from OMol25.

Each atom is followed by the atoms it is bonded to, with distances in Å.
Geometry (Å):
1 C 4.21920 4.91615 -2.68836  C2 1.518, H21 1.092, H22 1.093, H23 1.093
2 C 3.19664 5.73717 -1.92373  C1 1.518, O3 1.226, O4 1.358
3 O 2.24554 6.17506 -2.56111  C2 1.226
4 O 3.44337 5.96379 -0.60784  C2 1.358, C5 1.440
5 C 2.36209 6.51166 0.16910  O4 1.440, C6 1.509, H24 1.094, H25 1.096
6 C 1.51138 5.38273 0.69727  C5 1.509, C7 1.402, C20 1.402
7 C 0.17180 5.23893 0.30894  C6 1.402, C8 1.399, H26 1.087
8 C -0.58840 4.16430 0.78338  C7 1.399, C9 1.399, H27 1.086
9 C -0.01070 3.21860 1.63737  C8 1.399, C10 1.402, H28 1.086
10 C 1.32444 3.35297 2.04291  C9 1.402, C11 1.465, C20 1.402
11 C 1.94776 2.36273 2.92522  C10 1.465, C12 1.401, C19 1.402
12 C 2.56454 2.76035 4.11824  C11 1.401, C13 1.397, H29 1.086
13 C 3.17446 1.81516 4.94691  C12 1.397, C14 1.398, H30 1.086
14 C 3.19154 0.46657 4.57794  C13 1.398, C15 1.407, H31 1.087
15 C 2.59227 0.04042 3.37789  C14 1.407, C16 1.477, C19 1.409
16 C 2.64303 -1.37867 2.96981  C15 1.477, O17 1.220, O18 1.353
17 O 2.08289 -1.71933 1.94062  C16 1.220
18 O 3.32421 -2.25030 3.74838  C16 1.353, H32 0.969
19 C 1.95933 1.00657 2.57024  C11 1.402, C15 1.409, H33 1.087
20 C 2.07156 4.44121 1.57203  C6 1.402, C10 1.402, H34 1.086
21 H 4.81456 5.57020 -3.32941  C1 1.092
22 H 3.71295 4.16988 -3.30560  C1 1.093
23 H 4.88501 4.40167 -1.99126  C1 1.093
24 H 2.78012 7.06645 1.01485  C5 1.094
25 H 1.75604 7.22398 -0.40233  C5 1.096
26 H -0.27721 5.95204 -0.37707  C7 1.087
27 H -1.62455 4.05549 0.47679  C8 1.086
28 H -0.60274 2.37963 1.99211  C9 1.086
29 H 2.55924 3.80754 4.40635  C12 1.086
30 H 3.64277 2.12877 5.87530  C13 1.086
31 H 3.68168 -0.25311 5.22901  C14 1.087
32 H 3.22050 -3.10313 3.29949  O18 0.969
33 H 1.49248 0.70704 1.63539  C19 1.087
34 H 3.11360 4.53932 1.86222  C20 1.086
35 C -3.54572 -6.51762 -2.83077  N36 1.462, H48 1.091, H49 1.091, H50 1.090
36 N -2.54908 -6.53230 -1.76108  C35 1.462, C37 1.341, H51 1.009
37 C -1.80898 -5.53397 -1.25794  N36 1.341, O38 1.225, C39 1.559
38 O -0.90486 -5.85000 -0.49458  C37 1.225
39 C -2.00708 -4.04111 -1.66053  C37 1.559, C40 1.551, N44 1.475, H52 1.088
40 C -1.40574 -3.03950 -0.64055  C39 1.551, C41 1.543, H53 1.091, H54 1.091
41 C -1.27968 -1.58790 -1.14736  C40 1.543, C42 1.529, C43 1.532, H55 1.090
42 C -0.97223 -0.64055 0.01231  C41 1.529, H56 1.090, H57 1.090, H58 1.090
43 C -0.16020 -1.43985 -2.18320  C41 1.532, H59 1.091, H60 1.088, H61 1.090
44 N -3.38195 -3.62855 -1.99876  C39 1.475, C45 1.336, H62 1.006
45 C -4.45613 -3.79085 -1.22155  N44 1.336, C46 1.511, O47 1.222
46 C -5.76006 -3.26278 -1.77238  C45 1.511, H63 1.088, H64 1.088, H65 1.089
47 O -4.43489 -4.33317 -0.12708  C45 1.222
48 H -3.61395 -7.50999 -3.27951  C35 1.091
49 H -4.52178 -6.25637 -2.41934  C35 1.091
50 H -3.26465 -5.80461 -3.60631  C35 1.090
51 H -2.32886 -7.42873 -1.35482  N36 1.009
52 H -1.42455 -3.94704 -2.57461  C39 1.088
53 H -2.03043 -3.05153 0.25393  C40 1.091
54 H -0.41166 -3.37706 -0.34287  C40 1.091
55 H -2.22038 -1.26912 -1.59687  C41 1.090
56 H -0.02728 -0.92349 0.47643  C42 1.090
57 H -0.90516 0.38472 -0.35041  C42 1.090
58 H -1.76481 -0.70426 0.75800  C42 1.090
59 H 0.79253 -1.74310 -1.74572  C43 1.091
60 H -0.36753 -2.05236 -3.05859  C43 1.088
61 H -0.08921 -0.39836 -2.49778  C43 1.090
62 H -3.52001 -3.15758 -2.87646  N44 1.006
63 H -6.02935 -3.82195 -2.66571  C46 1.088
64 H -5.65135 -2.20642 -2.00883  C46 1.088
65 H -6.53639 -3.38637 -1.01808  C46 1.089

As for the SMILES: CC(=O)OCc1cccc(-c2cccc(C(=O)O)c2)c1.CNC(=O)[C@H](CC(C)C)NC(C)=O. The lowest unoccupied orbital energy comes out at 0.0097 hartree. The calculation puts the highest occupied orbital energy at -9.01 eV. The calculation puts the orbital gap at 9.274 eV. Its molar mass is 456.5 g mol⁻¹.

Most stable of them? Q.

P | The following is a quantum chemistry calculation of a 2-piece molecular cluster, C3H11NS2 overall, from OMol25.

Each atom is followed by the atoms it is bonded to, with distances in Å.
Geometry (Å):
1 C -2.74782 -0.41404 -0.33032  C2 1.512, H4 1.111, H5 1.112, H6 1.103
2 C -2.05518 0.53523 -1.28165  C1 1.512, N3 1.581, H7 1.194, H8 1.138
3 N -1.90931 1.95897 -0.60997  C2 1.581, H9 1.044, H10 1.107
4 H -2.18277 -0.73937 0.56970  C1 1.111
5 H -2.90176 -1.33900 -0.92767  C1 1.112
6 H -3.65188 0.13663 -0.02035  C1 1.103
7 H -2.64576 0.80133 -2.28487  C2 1.194
8 H -1.05280 0.03353 -1.47808  C2 1.138
9 H -0.90400 2.23879 -0.56524  N3 1.044
10 H -2.44735 2.76563 -1.14367  N3 1.107
11 C 1.96720 1.11301 0.95910  S12 1.829, H14 1.088, H15 1.106, H16 1.066
12 S 1.42090 -0.59029 1.34115  C11 1.829, S13 2.067
13 S 1.05789 -1.14428 -0.61708  S12 2.067, H17 1.319
14 H 1.30891 1.65333 0.28256  C11 1.088
15 H 2.21756 1.67870 1.87622  C11 1.106
16 H 2.93422 1.31827 0.56004  C11 1.066
17 H 0.04482 -1.91274 -0.26672  S13 1.319

As for the SMILES: CCN.CSS. The lowest unoccupied orbital energy comes out at 0.0169 hartree. The calculation puts the highest occupied orbital energy at -8.44 eV. The calculation puts the orbital gap at 8.899 eV. Its molar mass is 125.3 g mol⁻¹.

Q | The following is a quantum chemistry calculation of a 2-piece molecular cluster, C3H11NS2 overall, from OMol25.

Each atom is followed by the atoms it is bonded to, with distances in Å.
Geometry (Å):
1 C 2.23162 0.93784 2.11127  C2 1.568, H4 1.103, H5 1.125, H6 1.165
2 C 2.52405 1.10689 0.57974  C1 1.568, N3 1.470, H7 1.161, H8 1.099
3 N 2.73826 2.50770 0.18893  C2 1.470, H9 1.058, H10 1.049
4 H 1.66744 1.63817 2.74956  C1 1.103
5 H 1.61679 -0.00418 2.14538  C1 1.125
6 H 3.30030 0.96633 2.57438  C1 1.165
7 H 3.48966 0.52990 0.29071  C2 1.161
8 H 1.72073 0.65242 -0.01659  C2 1.099
9 H 3.22592 3.01235 0.98026  N3 1.058
10 H 3.34227 2.51249 -0.66908  N3 1.049
11 C -0.89680 0.66170 -0.53822  S12 1.823, H14 1.132, H15 1.159, H16 1.113
12 S -2.30914 -0.46510 -0.78472  C11 1.823, S13 2.063
13 S -1.33640 -2.24676 -0.41777  S12 2.063, H17 1.354
14 H -1.21506 1.57817 0.04462  C11 1.132
15 H -0.33229 1.11926 -1.44175  C11 1.159
16 H -0.06748 0.10159 -0.05207  C11 1.113
17 H -0.74079 -2.50921 -1.60501  S13 1.354

As for the SMILES: CCN.CSS. The lowest unoccupied orbital energy comes out at 0.0192 hartree. The calculation puts the highest occupied orbital energy at -9.12 eV. The calculation puts the orbital gap at 9.641 eV. Its molar mass is 125.3 g mol⁻¹.

Most stable of them? Q.